<1>
Formula: C3H4N2
Source: the Open Molecules 2025 dataset
Level of theory: ωB97M-V/def2-TZVPD

Element x y z (Å)
C  1.00  0.32  -0.09
C  0.61  -1.01  -0.05
N  -0.76  -1.25  0.02
N  -1.24  0.12  0.04
C  -0.21  1.06  -0.02
H  1.98  0.63  0.30
H  1.21  -1.93  0.03
H  -2.18  -0.03  -0.29
H  -0.41  2.07  0.05

Summary:
LUMO	1.1	eV
highest occupied orbital energy	-9.36	eV
SMILES	c1cn[nH]c1
multiplicity	1
orbital gap	10.5	eV

<2>
Formula: C3H4N2
Source: the Open Molecules 2025 dataset
Level of theory: ωB97M-V/def2-TZVPD

Element x y z (Å)
H  -2.07  -0.78  0.56
N  -1.83  0.18  0.33
C  -0.65  0.23  -0.11
C  0.31  1.54  -0.40
N  1.40  0.84  -0.33
C  0.72  -0.44  -0.01
H  0.01  2.57  -0.73
H  0.84  -1.06  0.82
H  1.03  -1.10  -0.79

Summary:
LUMO	0.6	eV
highest occupied orbital energy	-9.96	eV
SMILES	[H]/N=C1/C=NC1
multiplicity	1
orbital gap	10.5	eV

Stability check: which of them is most stable? <1>.

<1>
Formula: C3H4N2
Source: the Open Molecules 2025 dataset
Level of theory: ωB97M-V/def2-TZVPD

Element x y z (Å)
N  2.53  -0.59  -0.04
C  1.56  0.03  -0.09
C  0.47  0.93  0.00
C  -0.82  0.36  -0.11
N  -0.89  -0.97  -0.06
H  0.62  2.01  0.25
H  -1.70  1.06  -0.25
H  -1.79  -1.40  0.30
H  0.01  -1.44  -0.01

Summary:
LUMO	0.7	eV
highest occupied orbital energy	-8.52	eV
SMILES	N#C/C=C\N
multiplicity	1
orbital gap	9.2	eV

<2>
Formula: C3H4N2
Source: the Open Molecules 2025 dataset
Level of theory: ωB97M-V/def2-TZVPD

Element x y z (Å)
C  -0.91  -0.70  -0.24
C  -0.26  -0.02  -1.18
N  0.14  1.05  -0.27
N  -0.65  0.34  0.77
C  0.78  0.45  0.85
H  -1.39  -1.57  0.10
H  -0.20  -0.02  -2.29
H  1.04  1.11  1.60
H  1.44  -0.64  0.66

Summary:
LUMO	1.2	eV
highest occupied orbital energy	-9.55	eV
SMILES	c1cn2n1C2
multiplicity	1
orbital gap	10.7	eV

Stability check: which of them is most stable? <1>.

<1>
Formula: C3H4N2
Source: the Open Molecules 2025 dataset
Level of theory: ωB97M-V/def2-TZVPD

Element x y z (Å)
C  0.23  -0.37  -0.67
N  1.22  0.15  -1.38
N  -0.69  0.49  -0.18
C  -0.76  -0.34  0.96
C  -1.18  -0.71  2.04
H  1.30  1.15  -1.59
H  1.86  -0.46  -1.86
H  -0.50  1.50  -0.08
H  -1.49  -1.41  2.77

Summary:
LUMO	0.9	eV
highest occupied orbital energy	-8.07	eV
multiplicity	1
orbital gap	9.0	eV

<2>
Formula: C3H4N2
Source: the Open Molecules 2025 dataset
Level of theory: ωB97M-V/def2-TZVPD

Element x y z (Å)
C  -0.88  -0.36  -0.29
C  -0.69  0.99  0.04
N  0.51  1.19  0.56
N  1.12  0.00  0.49
C  0.32  -0.96  -0.04
H  -1.71  -0.88  -0.76
H  -1.33  1.82  -0.19
H  2.03  -0.09  0.92
H  0.63  -1.72  -0.73

Summary:
LUMO	1.2	eV
highest occupied orbital energy	-9.43	eV
SMILES	c1cn[nH]c1
multiplicity	1
orbital gap	10.6	eV

Stability check: which of them is most stable? <2>.

<1>
Formula: CH3O2S
Source: the Open Molecules 2025 dataset
Level of theory: ωB97M-V/def2-TZVPD

Element x y z (Å)
S  -1.73  0.13  -1.92
H  -2.00  -1.16  -1.57
O  1.97  0.25  2.06
C  1.24  0.09  1.06
O  0.05  -0.30  1.07
H  1.67  0.41  0.08
H  -1.20  0.58  -0.79

Summary:
LUMO	3.5	eV
total charge	-1
highest occupied orbital energy	-4.04	eV
multiplicity	1
orbital gap	7.6	eV

<2>
Formula: CH3O2S
Source: the Open Molecules 2025 dataset
Level of theory: ωB97M-V/def2-TZVPD

Element x y z (Å)
C  0.06  -0.43  -1.09
O  -1.36  -0.12  2.07
O  2.48  0.83  -1.40
S  1.18  0.68  -0.69
H  -0.72  -0.38  1.36
H  0.31  -1.11  -2.03
H  -1.94  0.52  1.78

Summary:
LUMO	4.2	eV
total charge	-1
highest occupied orbital energy	-3.75	eV
multiplicity	1
orbital gap	8.0	eV

Stability check: which of them is most stable? <1>.

<1>
Formula: C3H14N2O
Source: the Open Molecules 2025 dataset
Level of theory: ωB97M-V/def2-TZVPD

Element x y z (Å)
C  -0.03  0.77  -0.03
C  -1.03  -0.46  -0.42
C  -0.07  -0.94  -1.52
N  -0.76  -2.81  -2.10
N  -0.21  1.09  1.43
H  1.07  0.57  -0.18
H  -0.19  1.62  -0.72
H  -1.25  -1.13  0.36
H  -2.07  -0.02  -0.77
H  0.81  -1.41  -1.20
H  0.06  -0.28  -2.31
H  -0.15  -3.31  -2.75
H  -1.52  -2.48  -2.65
H  -1.04  -3.51  -1.48
H  -1.16  1.63  1.36
H  -0.32  0.19  1.91
H  0.63  1.66  1.85
H  2.32  1.59  2.84
H  2.27  3.03  2.22
O  1.76  2.20  2.26

Summary:
LUMO	-8.3	eV
total charge	+2
highest occupied orbital energy	-20.14	eV
multiplicity	1
orbital gap	11.8	eV

<2>
Formula: C3H14N2O
Source: the Open Molecules 2025 dataset
Level of theory: ωB97M-V/def2-TZVPD

Element x y z (Å)
C  0.19  1.51  0.33
C  -0.33  0.95  -1.02
C  0.27  -0.43  -0.94
N  -0.50  -1.37  -2.47
N  -0.40  0.82  1.57
H  1.27  1.50  0.45
H  -0.14  2.54  0.46
H  -1.42  0.90  -1.14
H  0.11  1.58  -1.80
H  -0.16  -1.15  -0.27
H  1.30  -0.53  -1.29
H  -0.20  -2.33  -2.73
H  -0.49  -0.83  -3.33
H  -1.50  -1.57  -2.35
H  -0.76  1.52  2.22
H  -1.27  0.37  1.32
H  0.29  0.09  2.04
H  0.58  -1.49  3.36
H  2.01  -1.24  2.70
O  1.14  -0.85  2.90

Summary:
LUMO	-8.1	eV
total charge	+2
highest occupied orbital energy	-20.17	eV
multiplicity	1
orbital gap	12.1	eV

Stability check: which of them is most stable? <2>.

<1>
Formula: C7H8O2S
Source: the Open Molecules 2025 dataset
Level of theory: ωB97M-V/def2-TZVPD

Element x y z (Å)
C  -1.77  -1.72  2.73
C  -1.02  -1.37  1.79
C  -0.46  -0.91  0.73
C  0.20  -0.85  -0.41
C  -1.01  2.06  0.41
C  0.05  0.24  -1.42
C  1.47  -1.61  -0.69
O  1.57  1.55  0.11
O  0.37  2.94  -1.57
S  0.35  1.84  -0.62
H  -2.28  -1.99  3.60
H  -1.71  2.90  0.09
H  -0.69  1.86  1.45
H  0.72  0.17  -2.30
H  -0.96  0.24  -1.61
H  2.24  -0.90  -0.37
H  1.41  -1.90  -1.73
H  1.49  -2.55  -0.17

Summary:
LUMO (spin up / spin down)	-3.7 / -2.5	eV
highest occupied orbital energy (spin up / spin down)	-6.70 / -7.90	eV
multiplicity	1
orbital gap (spin up / spin down)	3.0 / 5.4	eV

<2>
Formula: C7H8O2S
Source: the Open Molecules 2025 dataset
Level of theory: ωB97M-V/def2-TZVPD

Element x y z (Å)
C  -2.53  -0.56  1.20
C  -1.51  0.37  1.04
C  -3.10  -0.95  0.02
C  -1.29  0.71  -0.30
C  2.89  -0.45  -0.70
C  1.51  -0.58  -1.12
C  -0.38  1.60  -0.84
O  1.85  -0.91  0.17
O  0.44  2.38  -0.11
S  -2.39  -0.17  -1.34
H  -2.85  -0.94  2.16
H  -0.94  0.77  1.86
H  -3.90  -1.65  -0.13
H  3.62  -1.21  -0.96
H  3.28  0.53  -0.47
H  1.08  -1.33  -1.77
H  -0.34  1.82  -1.89
H  0.45  2.08  0.81

Summary:
LUMO (spin up / spin down)	0.1 / 0.4	eV
highest occupied orbital energy (spin up / spin down)	-8.18 / -6.49	eV
multiplicity	1
orbital gap (spin up / spin down)	8.3 / 6.9	eV

Stability check: which of them is most stable? <2>.

<1>
Formula: CH6NOS
Source: the Open Molecules 2025 dataset
Level of theory: ωB97M-V/def2-TZVPD

Element x y z (Å)
N  1.11  0.06  -0.59
C  0.19  -0.76  0.32
S  -1.73  -0.45  -0.03
O  -1.83  1.18  0.34
H  1.99  0.26  -0.18
H  0.87  0.98  -0.81
H  1.19  -0.52  -1.43
H  0.47  -0.37  1.36
H  0.39  -1.76  0.23
H  -2.65  1.38  0.80

Summary:
LUMO	-3.9	eV
total charge	+1
highest occupied orbital energy	-13.54	eV
SMILES	[NH3+]CSO
multiplicity	1
orbital gap	9.6	eV

<2>
Formula: CH6NOS
Source: the Open Molecules 2025 dataset
Level of theory: ωB97M-V/def2-TZVPD

Element x y z (Å)
N  0.78  -0.15  0.47
C  -0.33  0.72  -0.46
S  -1.89  0.58  0.32
O  -1.81  -1.05  0.13
H  1.15  0.38  1.37
H  1.69  -0.32  -0.07
H  0.11  -0.95  0.65
H  -0.32  0.40  -1.47
H  -0.22  1.72  -0.53
H  -2.56  -1.31  -0.34

Summary:
LUMO	-4.0	eV
total charge	+1
highest occupied orbital energy	-14.14	eV
SMILES	[NH3+]CSO
multiplicity	1
orbital gap	10.1	eV

<3>
Formula: CH6NOS
Source: the Open Molecules 2025 dataset
Level of theory: ωB97M-V/def2-TZVPD

Element x y z (Å)
N  -1.15  -0.20  -0.15
C  0.29  -0.17  0.32
O  1.05  -0.53  -0.77
S  0.71  1.46  1.00
H  -1.75  0.41  0.44
H  -1.48  -1.22  -0.31
H  -1.20  0.42  -1.04
H  0.46  -0.83  1.16
H  1.82  -1.10  -0.44
H  1.25  1.76  -0.21

Summary:
LUMO	-4.0	eV
total charge	+1
highest occupied orbital energy	-14.50	eV
SMILES	[NH3+][C@@H](O)S
multiplicity	1
orbital gap	10.5	eV

Stability check: which of them is most stable? <3>.

<1>
Formula: C3H6INO
Source: the Open Molecules 2025 dataset
Level of theory: ωB97M-V/def2-TZVPD

Element x y z (Å)
C  1.67  2.13  -0.64
C  0.88  3.37  -0.44
C  3.54  -0.17  -0.70
N  1.55  -1.16  0.27
O  2.59  -1.25  -0.58
I  0.50  0.55  0.10
H  -0.30  3.32  -0.38
H  1.16  3.83  0.56
H  1.34  4.14  -1.11
H  3.12  0.58  -1.31
H  4.40  -0.70  -0.97
H  3.66  0.09  0.35

Summary:
LUMO (spin up / spin down)	-0.2 / -1.5	eV
highest occupied orbital energy (spin up / spin down)	-8.19 / -6.88	eV
multiplicity	1
orbital gap (spin up / spin down)	8.0 / 5.4	eV

<2>
Formula: C3H6INO
Source: the Open Molecules 2025 dataset
Level of theory: ωB97M-V/def2-TZVPD

Element x y z (Å)
N  -1.02  1.02  1.19
C  -0.11  1.13  0.37
C  0.34  0.73  -1.01
C  1.33  0.83  0.24
H  -2.02  0.91  0.85
H  0.43  1.40  -1.83
H  0.02  -0.22  -1.34
H  1.86  0.07  0.88
H  2.12  1.62  0.19
O  -0.70  -1.85  0.25
I  -1.29  -3.38  -0.90
H  -0.96  -2.26  1.12

Summary:
LUMO	-0.9	eV
highest occupied orbital energy	-8.89	eV
SMILES	N=C1CC1.OI
multiplicity	1
orbital gap	8.0	eV

Stability check: which of them is most stable? <2>.